No. 1
{
  "formula": "C23H53BN3O7",
  "method": "ωB97M-V with the def2-TZVPD basis set",
  "homo_energy_ev": [-8.21, -8.55],
  "multiplicity": 2,
  "max_force_ha_per_bohr": 0.0521,
  "total_energy_ha": -1623.81436,
  "gap_ha": [0.3203, 0.3319],
  "symbols": ["C", "C", "O", "B", "O", "C", "C", "C", "C", "C", "N", "O", "C", "C", "C", "C", "H", "H", "H", "H", "H", "H", "H", "H", "H", "H", "H", "H", "H", "H", "H", "H", "H", "H", "H", "H", "H", "H", "H", "C", "O", "C", "C", "N", "C", "C", "O", "C", "H", "H", "H", "H", "H", "H", "H", "H", "H", "H", "H", "H", "H", "H", "H", "C", "O", "C", "C", "N", "C", "C", "O", "C", "H", "H", "H", "H", "H", "H", "H", "H", "H", "H", "H", "H", "H", "H", "H"],
  "xyz": [[-1.1732, -1.1285, 4.3957], [-1.5278, 0.3916, 4.1818], [-0.5122, 1.0029, 3.3627], [-0.8521, 0.8505, 1.9856], [-1.9949, 1.5549, 1.5501], [0.0546, -0.0476, 0.9963], [1.1742, 0.9234, 0.4623], [2.1128, 0.2898, -0.6267], [2.6786, 1.4345, -1.5330], [3.3540, -0.2792, 0.1539], [1.5203, -0.8489, -1.3614], [1.8425, -1.9934, -0.8754], [0.0646, -0.7468, -1.5591], [-0.3619, 0.3295, -2.6103], [-0.3924, -2.1185, -2.1840], [-0.7577, -0.5761, -0.2387], [-0.9240, -1.2796, 5.4583], [-0.2815, -1.3911, 3.8010], [-2.0252, -1.7551, 4.0790], [-1.5259, 0.8865, 5.1694], [-2.5327, 0.5315, 3.7432], [-1.7755, 2.1361, 0.8236], [0.4602, -0.8603, 1.6295], [0.7836, 1.8908, 0.0961], [1.8284, 1.1535, 1.3283], [2.2829, 1.4502, -2.5591], [2.5582, 2.4019, -1.0120], [3.7734, 1.2849, -1.6281], [4.0551, -0.8149, -0.5005], [3.0449, -0.8599, 1.0385], [3.8802, 0.6190, 0.5367], [-0.2642, -0.1416, -3.6073], [0.1867, 1.2805, -2.5293], [-1.4356, 0.5834, -2.5239], [-0.4622, -2.9016, -1.4143], [-1.4144, -1.9474, -2.5838], [0.2445, -2.4197, -3.0314], [-1.3187, -1.4872, 0.0442], [-1.5393, 0.1805, -0.4534], [-3.8922, -4.4546, -7.9263], [-5.0658, -3.6700, -7.8055], [-6.0714, -4.2811, -7.0003], [-6.2846, -3.4798, -5.7250], [-5.1382, -3.6068, -4.8294], [-5.1714, -2.6862, -3.6943], [-5.0661, -1.1890, -3.9961], [-3.8089, -0.7950, -4.5225], [-3.6929, -0.9032, -5.9323], [-3.2322, -3.9596, -8.6382], [-3.3676, -4.5326, -6.9685], [-4.1240, -5.4546, -8.3032], [-5.8380, -5.3254, -6.7786], [-6.9976, -4.2610, -7.5814], [-7.1802, -3.8468, -5.2157], [-6.4540, -2.4350, -6.0125], [-4.2913, -3.4349, -5.3548], [-4.3302, -2.9544, -3.0491], [-6.0822, -2.8705, -3.1162], [-5.1638, -0.6620, -3.0424], [-5.8851, -0.8260, -4.6263], [-4.6446, -0.7327, -6.4408], [-3.2853, -1.8771, -6.2131], [-2.9821, -0.1459, -6.2673], [6.9114, 4.2415, 5.6559], [6.4019, 3.0021, 6.1148], [5.4787, 3.1374, 7.1933], [4.0859, 2.7135, 6.7519], [3.5168, 3.6786, 5.8162], [2.2826, 3.2220, 5.1752], [2.3749, 2.0165, 4.2370], [3.1287, 2.2707, 3.0568], [4.5260, 2.0603, 3.1916], [7.6797, 4.0312, 4.9122], [6.1278, 4.8402, 5.1804], [7.3644, 4.8084, 6.4741], [5.4743, 4.1510, 7.6019], [5.8137, 2.4592, 7.9832], [3.4379, 2.6400, 7.6300], [4.1685, 1.7180, 6.2989], [4.1972, 3.8752, 5.0943], [1.9019, 4.0658, 4.5935], [1.5388, 3.0133, 5.9503], [1.3525, 1.7938, 3.9082], [2.7334, 1.1131, 4.7434], [4.7575, 1.2662, 3.9050], [5.0295, 2.9853, 3.4824], [4.9184, 1.7714, 2.2164]],
  "forces_ev_per_a": [[-0.3, 0.8, -0.1], [0.3, -0.6, 0.7], [-1.1, -0.8, -1.5], [0.0, 0.5, 0.5], [1.0, -0.5, 0.8], [-0.5, 0.9, -0.5], [0.1, -0.9, 0.6], [1.9, 0.6, 0.9], [0.6, -0.5, 0.0], [-0.2, 1.1, 0.2], [-1.0, 0.4, 1.4], [0.3, -0.1, -0.4], [-1.9, -1.3, -1.4], [0.1, -0.2, 0.0], [-0.6, 0.6, 0.1], [0.1, 0.8, 0.8], [-0.2, -0.3, -0.5], [-0.4, 0.1, 0.2], [0.5, 0.1, 0.3], [0.0, 0.0, -0.6], [0.4, -0.1, 0.1], [-0.2, 0.0, -0.6], [0.2, 0.3, -0.6], [-0.2, -0.5, 0.1], [-0.3, 0.2, -0.6], [-0.1, 0.1, 0.5], [-0.1, -0.4, -0.5], [-0.6, 0.1, -0.1], [-0.4, -0.1, 0.3], [0.2, -0.1, -0.6], [-0.2, -0.4, -0.1], [0.3, 0.7, 0.3], [-0.1, -0.4, -0.2], [0.5, -0.3, 0.2], [0.3, 0.2, -0.5], [0.4, -0.2, 0.2], [-0.1, 0.1, 0.5], [0.5, 0.3, -0.3], [0.4, -0.4, 0.1], [0.0, 0.2, -0.1], [0.2, -0.3, 0.1], [-0.4, 0.5, 0.0], [0.4, -0.1, -0.1], [-0.3, 0.1, 0.0], [0.3, -0.1, -0.1], [0.0, 0.0, 0.4], [-0.2, 0.0, -0.2], [0.3, 0.1, 0.2], [-0.1, 0.0, 0.0], [0.0, -0.2, 0.0], [0.0, 0.0, 0.1], [0.1, 0.0, 0.1], [0.0, 0.0, 0.0], [0.0, 0.0, 0.0], [-0.2, 0.0, -0.1], [0.0, 0.0, 0.0], [0.0, 0.1, 0.1], [0.0, 0.0, -0.1], [0.0, 0.0, 0.0], [0.1, -0.1, -0.2], [0.0, -0.1, 0.0], [-0.1, 0.0, -0.2], [0.0, 0.0, 0.1], [0.0, -0.2, -0.1], [0.0, 0.4, 0.0], [-0.1, -0.6, 0.0], [0.2, 0.3, -0.2], [-0.1, -0.2, 0.2], [0.3, 0.1, -0.2], [-0.6, 0.2, 0.0], [0.2, -0.3, 0.2], [-0.1, 0.2, -0.3], [0.0, -0.1, 0.0], [0.0, 0.1, 0.1], [0.0, 0.1, 0.0], [0.0, 0.1, -0.1], [0.0, 0.0, 0.0], [0.0, 0.0, 0.0], [0.1, -0.1, 0.2], [0.0, 0.0, 0.0], [-0.1, -0.1, 0.0], [0.0, -0.1, 0.0], [0.3, 0.1, 0.0], [0.2, 0.0, 0.0], [0.0, 0.1, 0.1], [0.1, -0.1, 0.1], [0.0, 0.0, 0.0]]
}



No. 2
{
  "formula": "C13H16HgN2SeTe",
  "method": "ωB97M-V with the def2-TZVPD basis set",
  "charge": 1,
  "homo_energy_ev": [-10.31, -10.88],
  "multiplicity": 2,
  "max_force_ha_per_bohr": 0.0087,
  "total_energy_ha": -3437.11666,
  "gap_ha": [0.2737, 0.2048],
  "symbols": ["Hg", "C", "Te", "C", "C", "C", "C", "C", "C", "C", "H", "H", "H", "H", "H", "H", "H", "H", "C", "N", "C", "C", "N", "C", "C", "Se", "H", "H", "H", "H", "H", "H", "H", "H"],
  "xyz": [[0.0340, 0.0179, 0.4731], [-3.1607, -3.7185, 1.1112], [-1.2231, -2.8363, 1.1233], [-1.3773, -2.9397, -0.9988], [-2.3988, -4.0239, -1.2642], [-2.5053, -4.6294, -2.5138], [-3.4662, -5.6019, -2.7392], [-4.3267, -5.9789, -1.7137], [-4.2242, -5.3808, -0.4677], [-3.2647, -4.3964, -0.2383], [-3.9229, -2.9558, 1.2589], [-3.2157, -4.4263, 1.9346], [-0.3987, -3.1583, -1.4226], [-1.7193, -1.9805, -1.3847], [-1.8271, -4.3432, -3.3102], [-3.5423, -6.0724, -3.7113], [-5.0722, -6.7463, -1.8833], [-4.8902, -5.6822, 0.3343], [1.4215, 0.8083, -3.7843], [0.5144, 1.8337, -3.2548], [-0.5673, 2.3494, -3.9319], [-1.1629, 3.2374, -3.1058], [-0.4354, 3.2516, -1.9378], [-0.7564, 4.0688, -0.7618], [0.5869, 2.3822, -2.0283], [1.8379, 1.9857, -0.6999], [1.2724, 0.7521, -4.8581], [1.2035, -0.1518, -3.3250], [2.4468, 1.0838, -3.5656], [-0.8045, 2.0466, -4.9381], [-2.0277, 3.8642, -3.2432], [-1.4507, 4.8429, -1.0713], [0.1518, 4.5153, -0.3749], [-1.2071, 3.4498, 0.0078]],
  "forces_ev_per_a": [[0.1, 0.2, -0.1], [-0.2, 0.0, -0.1], [0.4, 0.1, 0.1], [-0.1, -0.1, -0.2], [0.0, 0.0, 0.0], [0.0, 0.0, 0.0], [0.0, 0.0, 0.0], [0.0, 0.0, 0.0], [0.0, 0.0, 0.0], [-0.1, 0.0, 0.0], [0.0, 0.0, 0.0], [0.0, 0.0, 0.0], [0.0, -0.1, 0.0], [0.0, 0.1, 0.0], [0.0, 0.0, 0.0], [0.0, 0.0, 0.0], [0.0, 0.0, 0.0], [0.0, 0.0, -0.1], [-0.2, 0.3, 0.1], [0.2, -0.2, -0.1], [0.0, 0.0, -0.1], [0.0, 0.0, 0.0], [-0.1, 0.2, 0.2], [0.1, -0.2, -0.3], [-0.1, 0.0, 0.0], [-0.3, -0.3, 0.2], [0.0, 0.0, 0.0], [0.0, -0.1, 0.0], [0.1, 0.0, 0.0], [0.0, 0.0, 0.1], [0.1, 0.0, 0.0], [0.0, 0.0, 0.0], [0.1, 0.0, 0.0], [0.0, 0.0, 0.1]]
}



No. 3
{
  "formula": "C5H5N",
  "method": "ωB97M-V with the def2-TZVPD basis set",
  "homo_energy_ev": -7.98,
  "e_above_lowest_kcal_mol": 137.8,
  "smiles": "C1=CC=1.C=C=N",
  "multiplicity": 1,
  "max_force_ha_per_bohr": 0.0737,
  "total_energy_ha": -248.05539,
  "gap_ha": 0.3161,
  "symbols": ["C", "C", "C", "H", "H", "C", "C", "N", "H", "H", "H"],
  "xyz": [[-1.6729, 0.5034, -0.3464], [-2.2855, -0.6308, 0.2324], [-3.0791, 0.4080, -0.0780], [-2.2211, -1.6133, 0.5960], [-4.1107, 0.8386, -0.1224], [3.0275, -0.4145, -0.1499], [2.0635, 0.4447, -0.1119], [1.1493, 1.1062, 0.1990], [3.2954, -1.0444, 0.6963], [3.6223, -0.5643, -0.9881], [0.2113, 0.9666, 0.0730]],
  "forces_ev_per_a": [[-1.3, -0.2, 0.4], [-0.9, 1.9, -0.8], [0.3, -0.4, 0.0], [0.2, -1.0, 0.4], [1.3, -0.4, 0.1], [1.1, -1.0, 0.5], [0.8, -2.0, 0.5], [1.1, 3.5, 1.1], [-0.4, 0.4, 0.0], [0.9, 0.0, -1.4], [-3.0, -0.7, -0.8]]
}



No. 4
{
  "formula": "C20H40AuNP3S2",
  "method": "ωB97M-V with the def2-TZVPD basis set",
  "charge": 3,
  "homo_energy_ev": [-16.85, -17.19],
  "e_above_lowest_kcal_mol": 0.0,
  "multiplicity": 3,
  "max_force_ha_per_bohr": 0.0411,
  "total_energy_ha": -2795.99400,
  "gap_ha": [0.2860, 0.2178],
  "symbols": ["Au", "P", "P", "P", "H", "C", "C", "H", "C", "C", "C", "C", "C", "C", "C", "C", "C", "H", "H", "H", "H", "H", "H", "H", "H", "H", "H", "H", "H", "H", "H", "H", "H", "H", "H", "H", "H", "H", "H", "H", "H", "H", "H", "H", "H", "H", "C", "C", "C", "C", "C", "C", "S", "H", "H", "H", "H", "H", "H", "S", "C", "C", "N", "C", "H", "H", "H"],
  "xyz": [[0.1846, -0.6343, -0.3883], [1.5535, -2.6232, -0.3171], [1.5586, 0.7971, -1.7086], [-1.3581, -0.6734, 1.4118], [-1.2770, 4.3208, -0.9742], [-1.2326, 4.1659, 0.1089], [-0.0748, 4.2182, 0.7924], [0.8895, 4.3764, 0.2970], [1.2868, -3.6450, -1.7970], [3.3493, -2.3509, -0.2578], [1.1912, -3.7297, 1.0727], [0.7274, 2.3371, -2.1775], [3.1177, 1.3422, -0.9517], [2.0334, 0.0188, -3.2831], [-1.8883, 1.0062, 1.8424], [-0.8164, -1.4131, 2.9783], [-2.8915, -1.5528, 0.9984], [-2.1935, 4.0609, 0.6243], [-0.0595, 4.1791, 1.8882], [1.8409, -4.5894, -1.6905], [1.6366, -3.1177, -2.6943], [0.2160, -3.8599, -1.9089], [3.8548, -3.3257, -0.3141], [3.6406, -1.8515, 0.6765], [3.6728, -1.7389, -1.1096], [1.6580, -4.7084, 0.8891], [0.1058, -3.8655, 1.1602], [1.5810, -3.3170, 2.0126], [1.4196, 2.9617, -2.7618], [0.3925, 2.8995, -1.2939], [-0.1431, 2.1007, -2.8016], [3.6833, 1.9408, -1.6805], [3.7269, 0.4817, -0.6475], [2.9103, 1.9616, -0.0699], [2.6966, 0.7015, -3.8353], [1.1337, -0.1786, -3.8821], [2.5595, -0.9299, -3.1077], [-2.4730, 0.9849, 2.7730], [-2.5081, 1.4181, 1.0356], [-1.0195, 1.6631, 1.9740], [-1.6677, -1.4090, 3.6743], [0.0063, -0.8355, 3.4161], [-0.4848, -2.4481, 2.8265], [-3.3299, -1.9751, 1.9148], [-2.6780, -2.3591, 0.2856], [-3.6066, -0.8591, 0.5361], [-2.7838, -0.2156, -2.1498], [-4.0226, -0.8431, -2.4346], [-5.2162, -0.2002, -2.1345], [-5.2033, 1.0930, -1.5930], [-3.9866, 1.7457, -1.3616], [-2.7875, 1.1030, -1.6486], [-1.3302, -1.0860, -2.3934], [1.6388, -0.1131, 1.5103], [-3.9932, -1.8423, -2.8662], [-6.1616, -0.7075, -2.3328], [-6.1415, 1.5990, -1.3634], [-3.9643, 2.7642, -0.9686], [-1.8293, 1.5915, -1.4747], [3.8980, -0.0437, 4.2132], [3.1822, 1.5248, 3.8654], [2.3216, 1.4526, 2.8155], [2.2431, 0.1502, 2.3131], [3.0339, -0.7611, 2.9565], [3.4110, 2.4173, 4.4311], [1.7313, 2.2457, 2.3618], [3.0351, -1.8196, 2.7185]],
  "forces_ev_per_a": [[0.2, 0.4, 0.0], [0.5, -0.3, -0.1], [0.5, 0.0, -0.7], [-0.7, -0.2, 0.1], [0.1, -0.1, 0.4], [0.6, 0.2, 0.5], [-0.7, -0.1, -0.3], [-0.4, 0.1, 0.1], [-0.2, 0.1, -0.1], [0.1, -0.1, 0.0], [0.0, -0.1, 0.1], [-0.2, 0.1, 0.0], [0.1, -0.1, 0.1], [0.1, 0.1, 0.0], [0.1, 0.2, 0.2], [0.1, -0.1, 0.1], [-0.1, -0.2, 0.0], [0.4, 0.1, -0.1], [-0.1, 0.0, -0.4], [-0.1, 0.3, 0.0], [-0.1, -0.1, 0.2], [0.3, 0.0, 0.0], [0.0, 0.2, 0.0], [0.0, -0.1, -0.4], [-0.1, -0.2, 0.2], [-0.1, 0.2, 0.1], [0.3, 0.0, 0.0], [-0.2, -0.2, -0.2], [-0.1, -0.2, 0.1], [0.2, -0.3, -0.3], [0.2, 0.1, 0.1], [-0.1, -0.1, 0.2], [-0.1, 0.3, -0.1], [0.1, -0.1, -0.2], [-0.2, -0.2, 0.1], [0.3, 0.1, 0.1], [-0.1, 0.3, -0.1], [0.1, 0.0, -0.2], [0.2, -0.1, 0.2], [-0.2, -0.1, 0.0], [0.3, 0.0, -0.1], [-0.2, -0.1, 0.0], [-0.2, 0.3, 0.1], [0.0, 0.1, -0.3], [-0.1, 0.1, 0.2], [0.2, -0.2, 0.1], [0.1, -0.2, -0.2], [-0.4, -0.1, 0.0], [0.2, -0.4, -0.2], [-0.1, -0.1, -0.1], [0.8, 0.0, -0.1], [-0.4, 0.6, 0.5], [-0.7, 0.3, 0.0], [0.3, 0.1, 0.4], [-0.2, 0.2, 0.1], [0.3, 0.2, 0.1], [0.2, -0.2, -0.1], [-0.1, -0.3, -0.1], [-0.3, 0.0, 0.0], [-0.7, 0.8, -0.6], [-0.1, -0.7, -0.3], [0.4, -1.1, 0.1], [0.9, -0.7, 0.7], [-1.0, 1.8, -0.2], [0.2, -0.2, 0.1], [0.2, -0.2, 0.1], [0.1, 0.3, 0.1]]
}